1.
{"formula": "C8H12NS", "method": "the ωB97M-V functional and the def2-TZVPD basis", "elements": ["C", "C", "C", "C", "C", "C", "N", "S", "C", "C", "H", "H", "H", "H", "H", "H", "H", "H", "H", "H", "H", "H"], "positions_angstrom": [[-2.315, 2.608, -0.711], [-1.495, 1.398, -0.371], [-0.945, 1.264, 0.905], [-0.175, 0.154, 1.213], [0.059, -0.841, 0.259], [0.892, -2.040, 0.577], [2.359, -1.804, 0.239], [3.158, -0.630, 1.307], [-0.495, -0.721, -1.014], [-1.261, 0.396, -1.316], [-1.670, 3.344, -1.183], [-2.720, 3.054, 0.188], [-3.110, 2.358, -1.403], [-1.130, 2.008, 1.659], [0.229, 0.014, 2.204], [0.599, -2.856, -0.077], [0.808, -2.392, 1.599], [2.873, -2.684, 0.300], [2.386, -1.500, -0.735], [4.036, -0.139, 0.415], [-0.369, -1.486, -1.763], [-1.712, 0.494, -2.292]], "homo_lumo_gap_ev": 8.6, "e_above_lowest_kcal_mol": 0.0, "smiles": "Cc1ccc(C[NH2+]S)cc1", "lumo_energy_ev": -4.08, "charge": 1, "fmax_ev_per_a": 0.65, "energy_ev": -20808.873}

2.
{"formula": "C4H13N3", "method": "the ωB97M-V functional and the def2-TZVPD basis", "elements": ["C", "N", "C", "C", "N", "C", "N", "H", "H", "H", "H", "H", "H", "H", "H", "H", "H", "H", "H", "H"], "positions_angstrom": [[1.271, -0.483, -0.909], [0.018, -0.430, -0.207], [-0.289, -0.540, 1.184], [-1.646, -1.153, 1.426], [-2.692, -0.272, 0.850], [1.566, 0.786, -1.688], [1.933, 1.868, -0.758], [1.272, -1.286, -1.663], [2.047, -0.627, -0.152], [-0.809, -0.409, -0.776], [-0.263, 0.402, 1.753], [0.421, -1.189, 1.713], [-1.736, -2.130, 0.926], [-1.856, -1.436, 2.462], [-2.420, 0.692, 1.000], [-3.568, -0.514, 1.253], [0.637, 0.924, -2.278], [2.339, 0.628, -2.440], [1.717, 2.763, -1.181], [1.322, 1.737, 0.036]], "homo_lumo_gap_ev": 9.3, "e_above_lowest_kcal_mol": 25.1, "smiles": "NCCNCCN", "lumo_energy_ev": 1.11, "fmax_ev_per_a": 1.46, "energy_ev": -8828.325}

3.
{"formula": "C26H56NO16P", "method": "the ωB97M-V functional and the def2-TZVPD basis", "elements": ["N", "H", "H", "H", "H", "P", "O", "O", "O", "O", "O", "C", "O", "C", "C", "C", "H", "H", "H", "H", "H", "H", "H", "H", "O", "C", "O", "C", "C", "C", "H", "H", "H", "H", "H", "H", "H", "H", "O", "C", "O", "C", "C", "C", "H", "H", "H", "H", "H", "H", "H", "H", "O", "C", "O", "C", "C", "C", "H", "H", "H", "H", "H", "H", "H", "H", "O", "C", "O", "C", "C", "C", "H", "H", "H", "H", "H", "H", "H", "H", "C", "C", "O", "C", "H", "H", "H", "H", "H", "H", "C", "C", "O", "C", "H", "H", "H", "H", "H", "H"], "positions_angstrom": [[-0.769, 0.625, -0.630], [-1.332, -0.112, -0.178], [-1.233, 1.085, -1.399], [-0.058, 0.018, -0.937], [-0.436, 1.232, 0.143], [-2.651, 2.744, 0.858], [-3.569, 3.696, 1.218], [-3.113, 1.902, -0.432], [-2.260, 1.717, 1.894], [-1.489, 3.306, 0.285], [1.241, 1.980, -2.707], [0.064, 1.842, -2.537], [-0.843, 0.917, -2.957], [-0.268, -0.028, -3.837], [0.268, -1.213, -2.980], [-0.603, 2.736, -1.621], [0.466, 0.316, -4.496], [-0.981, -0.285, -4.657], [0.975, -0.802, -2.277], [0.792, -1.744, -3.503], [-0.581, -1.768, -2.433], [-1.739, 2.706, -1.623], [-0.622, 3.869, -1.838], [-0.259, 2.698, -0.737], [-7.663, 0.169, 2.107], [-6.486, 0.400, 1.820], [-5.639, -0.663, 1.583], [-4.481, -0.589, 0.715], [-3.976, -1.987, 0.391], [-5.875, 1.717, 1.902], [-3.606, -0.140, 1.348], [-4.733, 0.039, -0.167], [-3.136, -1.991, -0.226], [-4.716, -2.371, -0.372], [-3.739, -2.631, 1.222], [-6.629, 2.219, 2.616], [-5.673, 2.367, 0.866], [-4.992, 1.541, 2.623], [4.552, 2.447, 1.845], [3.453, 2.908, 1.607], [2.690, 3.522, 2.435], [3.075, 3.815, 3.783], [1.930, 4.382, 4.679], [2.803, 2.797, 0.295], [3.811, 4.712, 3.670], [3.512, 3.092, 4.222], [2.126, 4.318, 5.689], [1.175, 3.506, 4.594], [1.529, 5.332, 4.182], [2.398, 3.604, -0.245], [1.833, 2.263, 0.299], [3.353, 2.381, -0.277], [-4.351, -2.604, -3.156], [-3.449, -1.817, -3.150], [-2.088, -2.202, -3.043], [-1.685, -3.534, -3.205], [-0.138, -3.614, -3.323], [-3.675, -0.318, -3.151], [-2.092, -3.988, -4.036], [-1.949, -4.002, -2.397], [0.297, -4.581, -3.555], [0.358, -3.139, -2.337], [0.090, -3.055, -4.327], [-3.092, 0.101, -3.911], [-3.564, 0.100, -2.152], [-4.773, -0.129, -3.180], [2.089, 0.731, 0.154], [2.253, 1.081, 1.399], [3.370, 0.880, 2.140], [4.459, 0.207, 1.540], [5.379, -0.214, 2.708], [1.150, 1.877, 2.151], [5.106, 0.837, 0.695], [4.062, -0.622, 1.025], [4.986, -1.063, 3.277], [5.722, 0.655, 3.227], [6.325, -0.508, 2.337], [1.320, 2.085, 3.235], [0.153, 1.339, 2.011], [1.234, 2.815, 1.681], [3.125, -4.488, -2.672], [3.073, -2.918, -2.629], [3.360, -2.184, -3.775], [2.822, -2.355, -1.227], [3.167, -5.030, -3.684], [2.234, -4.870, -2.266], [4.051, -4.761, -2.231], [3.788, -2.348, -0.678], [2.036, -2.649, -0.654], [2.475, -1.305, -1.113], [-0.723, -1.326, 2.592], [0.290, -1.955, 1.631], [-0.048, -2.256, 0.377], [1.690, -2.279, 2.180], [-1.374, -0.873, 2.136], [-0.273, -0.618, 3.188], [-0.979, -2.233, 3.123], [2.278, -2.822, 1.571], [1.401, -3.204, 2.876], [2.211, -1.441, 2.771]], "homo_lumo_gap_ev": 2.9, "e_above_lowest_kcal_mol": 234.3, "lumo_energy_ev": 3.53, "charge": -2, "fmax_ev_per_a": 12.09, "energy_ev": -71388.620}

4.
{"formula": "C45H81BO18S3", "method": "the ωB97M-V functional and the def2-TZVPD basis", "elements": ["C", "C", "S", "C", "B", "C", "C", "C", "C", "C", "C", "C", "C", "O", "C", "S", "C", "C", "C", "C", "S", "C", "O", "O", "O", "H", "H", "H", "H", "H", "H", "H", "H", "H", "H", "H", "H", "H", "H", "H", "H", "H", "H", "H", "H", "H", "H", "H", "H", "H", "O", "C", "O", "C", "C", "C", "H", "H", "H", "H", "H", "H", "H", "H", "O", "C", "O", "C", "C", "C", "H", "H", "H", "H", "H", "H", "H", "H", "O", "C", "O", "C", "C", "C", "H", "H", "H", "H", "H", "H", "H", "H", "O", "C", "O", "C", "C", "C", "H", "H", "H", "H", "H", "H", "H", "H", "O", "C", "O", "C", "C", "C", "H", "H", "H", "H", "H", "H", "H", "H", "O", "C", "O", "C", "C", "C", "H", "H", "H", "H", "H", "H", "H", "H", "O", "C", "O", "C", "C", "C", "H", "H", "H", "H", "H", "H", "H", "H"], "positions_angstrom": [[5.207, 0.982, -1.147], [4.110, 1.472, -2.178], [2.732, 2.196, -1.187], [1.197, 2.008, -2.224], [0.056, 1.190, -1.286], [0.154, -0.415, -1.712], [-1.156, -1.099, -1.167], [-1.068, -1.693, 0.173], [-2.299, -2.299, 0.706], [-3.537, -2.296, -0.069], [-3.579, -1.728, -1.409], [-2.377, -1.117, -1.974], [-2.322, -0.478, -3.399], [0.488, 1.448, 0.122], [-0.329, 2.453, 0.696], [-0.670, 1.742, 2.384], [-1.620, 2.730, -0.305], [-1.588, 4.157, -0.938], [-2.542, 4.339, -2.167], [-3.993, 3.794, -1.942], [-5.115, 4.019, -3.392], [-2.839, 2.426, 0.670], [-3.443, 1.343, 0.691], [-3.246, 3.409, 1.459], [-1.298, 1.777, -1.305], [5.464, 1.866, -0.497], [6.121, 0.560, -1.642], [4.685, 0.242, -0.468], [3.704, 0.600, -2.766], [4.577, 2.221, -2.875], [0.795, 3.032, -2.454], [1.409, 1.431, -3.162], [0.243, -0.551, -2.823], [1.073, -0.842, -1.226], [-0.138, -1.705, 0.779], [-2.260, -2.763, 1.720], [-4.444, -2.753, 0.371], [-4.504, -1.706, -2.039], [-1.699, 0.451, -3.416], [-1.787, -1.228, -4.059], [-3.351, -0.300, -3.813], [0.111, 3.483, 0.802], [-1.078, 0.461, 2.084], [-1.726, 4.959, -0.159], [-0.535, 4.313, -1.324], [-2.134, 3.932, -3.128], [-2.641, 5.458, -2.332], [-4.450, 4.352, -1.080], [-3.967, 2.708, -1.647], [-6.298, 3.449, -2.962], [-4.684, -5.073, -0.120], [-4.023, -5.811, -0.805], [-2.963, -5.327, -1.463], [-1.987, -6.135, -2.131], [-2.410, -6.456, -3.549], [-4.422, -7.251, -1.012], [-1.756, -7.032, -1.550], [-1.073, -5.540, -2.155], [-3.332, -7.044, -3.570], [-1.622, -7.020, -4.069], [-2.607, -5.534, -4.102], [-5.132, -7.310, -1.837], [-4.903, -7.608, -0.101], [-3.582, -7.917, -1.198], [4.603, -1.724, 0.595], [4.045, -1.451, 1.631], [3.989, -0.169, 2.025], [3.168, 0.318, 3.099], [3.873, 0.199, 4.431], [3.492, -2.530, 2.525], [2.192, -0.170, 3.096], [2.985, 1.370, 2.882], [4.084, -0.841, 4.682], [3.264, 0.630, 5.228], [4.833, 0.721, 4.400], [4.282, -2.898, 3.183], [3.145, -3.350, 1.894], [2.634, -2.213, 3.115], [5.348, -2.752, 4.916], [6.417, -2.545, 5.429], [7.328, -3.541, 5.493], [8.690, -3.350, 5.881], [8.847, -3.429, 7.387], [6.729, -1.229, 6.087], [9.090, -2.422, 5.468], [9.252, -4.162, 5.418], [8.289, -2.637, 7.890], [9.899, -3.344, 7.668], [8.458, -4.378, 7.760], [6.370, -1.250, 7.117], [6.209, -0.441, 5.547], [7.786, -0.968, 6.068], [-12.818, 4.137, -3.297], [-11.742, 4.353, -2.794], [-10.817, 3.383, -2.755], [-9.446, 3.600, -2.376], [-9.271, 3.501, -0.875], [-11.449, 5.667, -2.119], [-9.071, 4.541, -2.780], [-8.870, 2.807, -2.856], [-9.840, 4.272, -0.353], [-8.219, 3.604, -0.603], [-9.634, 2.537, -0.513], [-11.795, 5.624, -1.086], [-11.994, 6.452, -2.645], [-10.399, 5.951, -2.147], [1.629, 6.008, -4.228], [1.073, 7.046, -3.999], [-0.274, 7.109, -4.033], [-1.039, 8.225, -3.575], [-1.202, 9.264, -4.666], [1.856, 8.312, -3.766], [-0.615, 8.643, -2.659], [-2.019, 7.829, -3.306], [-0.239, 9.680, -4.972], [-1.839, 10.082, -4.326], [-1.650, 8.814, -5.554], [2.079, 8.777, -4.727], [2.791, 8.051, -3.271], [1.354, 9.027, -3.117], [-0.191, -7.751, -4.803], [0.158, -7.578, -5.943], [-0.724, -7.109, -6.844], [-0.367, -6.667, -8.158], [-0.342, -7.823, -9.138], [1.538, -7.965, -6.402], [0.572, -6.111, -8.144], [-1.140, -5.958, -8.457], [0.414, -8.562, -8.867], [-0.130, -7.466, -10.147], [-1.304, -8.339, -9.141], [1.539, -9.019, -6.684], [2.229, -7.818, -5.573], [1.913, -7.361, -7.226], [5.425, 1.338, 7.798], [5.294, 0.934, 8.922], [4.464, -0.100, 9.166], [4.394, -0.792, 10.417], [3.435, -0.108, 11.369], [5.967, 1.622, 10.081], [5.388, -0.926, 10.848], [4.021, -1.791, 10.187], [3.768, 0.902, 11.617], [3.342, -0.678, 12.296], [2.448, -0.014, 10.912], [5.336, 2.442, 10.425], [6.918, 2.026, 9.735], [6.199, 0.959, 10.912]], "homo_lumo_gap_ev": 3.8, "lumo_energy_ev": 2.56, "charge": -2, "fmax_ev_per_a": 3.98, "energy_ev": -118015.609}

5.
{"formula": "C4H12N2O2", "method": "the ωB97M-V functional and the def2-TZVPD basis", "elements": ["N", "C", "C", "N", "C", "C", "O", "H", "H", "H", "H", "H", "H", "H", "H", "H", "H", "H", "H", "O"], "positions_angstrom": [[1.713, -1.218, -0.897], [1.099, -0.013, -1.519], [-0.550, -0.012, -1.216], [-0.823, 0.821, -0.100], [-2.284, 0.686, 0.265], [-2.622, 0.145, 1.649], [-1.856, 0.260, 2.565], [2.542, -1.508, -1.369], [1.850, -0.916, 0.135], [1.323, -0.005, -2.615], [1.594, 0.871, -1.120], [-0.832, -1.049, -1.014], [-1.137, 0.321, -2.095], [-0.289, 0.555, 0.655], [-2.655, 1.652, 0.346], [-2.762, 0.094, -0.462], [-3.560, -0.356, 1.767], [3.285, -0.838, 2.002], [2.769, 0.581, 1.718], [3.195, -0.072, 1.307]], "homo_lumo_gap_ev": 9.3, "e_above_lowest_kcal_mol": 83.4, "smiles": "NCCNCC=O.O", "lumo_energy_ev": 0.64, "fmax_ev_per_a": 7.00, "energy_ev": -11415.598}